DFT (wB97M-V/def2-TZVPD) results for a structure of composition C10H29BMnO5 in a non-equilibrium geometry.

Values from the calculation:
HOMO energy (alpha / beta) = -7.1 / -7.2 eV
Energy above the lowest of the compared OMol25 structures with the same formula, charge and spin = 85.82 kcal/mol
Kohn-Sham gap (alpha / beta) = 7.52 / 7.59 eV
Multiplicity = 6

CARTESIAN COORDINATES (ANGSTROEM)
Mn  0.706879  -0.423083  0.627058
C  -2.204991  -3.239073  -0.304062
C  -1.038631  -3.484123  0.664378
O  -0.237361  -2.351193  0.910478
H  -2.867221  -4.100403  -0.216572
H  -1.849401  -3.022003  -1.311302
H  -2.756691  -2.342253  -0.022192
H  -0.566371  -4.271233  0.076568
H  -1.538441  -3.779943  1.586758
B  2.411899  -0.132883  1.764638
H  1.572169  -0.582563  2.271468
H  2.164699  0.855237  1.408618
H  3.258579  0.006157  2.418878
H  2.606699  -0.789883  0.931178
C  -1.576971  -0.005993  -1.857792
O  -1.201731  0.018197  -0.419512
C  -2.240901  0.472257  0.460808
C  -1.775671  0.344917  1.890298
O  -0.379461  0.695917  1.852678
C  -0.170801  1.862247  2.686128
H  -1.301591  0.951697  -2.299492
H  -2.635101  -0.158313  -2.070532
H  -0.997501  -0.791443  -2.342952
H  -3.100591  -0.178483  0.300898
H  -2.419761  1.522037  0.228298
H  -2.066571  -0.645183  2.241268
H  -2.287121  0.931987  2.653108
H  0.856659  2.212967  2.783238
H  -0.275031  1.594377  3.737548
H  -0.784981  2.758247  2.596248
C  1.735419  -1.638693  -2.000452
O  1.376399  -0.394123  -1.405382
C  2.360209  0.568237  -1.613592
C  1.762909  1.970447  -1.510102
O  0.741539  1.989027  -0.503682
C  -0.000091  3.165297  -0.616952
H  1.622419  -1.664683  -3.084272
H  1.081409  -2.447393  -1.674302
H  2.769159  -1.934583  -1.821732
H  2.798279  0.650947  -2.608262
H  3.073359  0.395177  -0.807642
H  1.551549  2.411157  -2.484372
H  2.465739  2.711637  -1.129602
H  -0.815111  3.180107  0.106658
H  -0.459891  3.064757  -1.600092
H  0.632019  4.044517  -0.492352

Cartesian forces (eV/Å) of the 3 atoms listed first:
Mn -1.2 -2.7 -1.1
C -0.1 0.9 0.4
C -0.2 2.3 -0.8

Mulliken atomic charge list, values in e, 6 entries: 0.494, -0.584, -0.742, -0.808, 0.452, 0.108